DFT (ωB97M-V/def2-TZVPD) results for a 18-piece molecular cluster, H36O18 overall at a distorted geometry.

Values from the calculation:
Expectation value of S²: 0.75
DFT total energy, hartree: -1375.45681
Gap between HOMO and LUMO (alpha / beta), eV: 10.2 / 3.3
Lowest unoccupied orbital energy (alpha / beta), eV: -3.39 / -10.21
Relative energy (zero: lowest compared OMol25 entry of this formula, charge and spin), eV: 1.4201

```
! wB97M-V def2-TZVPD RIJCOSX def2/J DEFGRID3
* xyz 1 2
O 3.0887 4.0448 0.6063
H 3.8906 3.6416 0.9293
H 2.6211 3.2900 0.2598
O -0.0110 1.1815 -0.8567
H -0.4649 0.3179 -0.8545
H 0.2787 1.1861 -1.7776
O -0.8908 -0.4685 -5.4325
H -1.7849 -0.7923 -5.3077
H -0.6281 -0.5890 -6.3472
O 0.6218 1.7191 1.4334
H 0.7376 1.0345 2.1571
H -0.1394 1.1691 1.0614
O -0.6776 4.0933 -0.5724
H -0.9917 3.9715 0.3172
H 0.1413 4.5428 -0.4901
O -1.4677 -1.5038 -2.3442
H -0.7623 -0.8728 -2.5625
H -1.2652 -1.9166 -3.2070
O -3.1579 3.2374 -1.2151
H -2.3676 2.7648 -0.9812
H -2.9335 4.1395 -1.4405
O 2.0409 1.5710 -3.3323
H 1.5009 1.7165 -2.5690
H 1.7462 2.0286 -4.1219
O -2.6180 0.8273 1.4644
H -3.0608 0.8626 0.6054
H -3.2990 1.1477 2.0592
O -1.3910 -0.1937 4.8390
H -1.6200 -0.3479 3.9338
H -1.8232 -0.8596 5.3487
O 3.1330 1.0642 4.5251
H 2.2984 1.4817 4.4047
H 3.8889 1.5301 4.8648
O 2.1674 -1.6190 -0.7823
H 3.0564 -1.3377 -1.0426
H 1.6985 -0.7881 -0.6580
O -0.5162 -0.6314 1.3530
H -0.9700 -0.6097 2.2038
H -0.4533 -1.5833 1.1756
O 1.0678 -4.4112 -0.3994
H 1.2389 -3.6075 -0.8942
H 1.7735 -4.9483 -0.0534
O -2.5667 -2.4038 2.5454
H -1.7928 -2.9987 2.5666
H -2.6163 -2.1827 1.6090
O -0.2040 -3.5413 1.8091
H 0.0475 -3.9768 0.9683
H 0.6334 -3.3202 2.2287
O 4.7316 -2.6649 -1.2474
H 4.7398 -3.2807 -1.9899
H 5.4020 -3.0514 -0.6791
O -3.7174 -0.0477 -2.0835
H -3.4103 0.8286 -1.8453
H -3.0286 -0.5743 -2.4968
*
```

Mulliken population analysis, charges in e, atoms 1 to 8: number 1, O, carries -0.60; number 2, H, carries 0.31; number 3, H, carries 0.27; number 4, O, carries -0.17; number 5, H, carries 0.09; number 6, H, carries 0.11; number 7, O, carries -0.61; number 8, H, carries 0.32

DFT (ωB97M-V/def2-TZVPD) results for a 18-piece molecular cluster, H37O18 overall at a distorted geometry.

Values from the calculation:
Expectation value of S²: 0.76
DFT total energy, hartree: -1375.56310
Gap between HOMO and LUMO (alpha / beta), eV: 9.7 / 2.4
Lowest unoccupied orbital energy (alpha / beta), eV: -6.32 / -13.58
Relative energy (zero: lowest compared OMol25 entry of this formula, charge and spin), eV: 6.0498

```
! wB97M-V def2-TZVPD RIJCOSX def2/J DEFGRID3
* xyz 2 2
O 0.4349 1.0255 3.0854
H -4.5355 0.0481 0.3973
H 0.7466 1.9375 2.6907
O 1.0547 3.1968 1.6879
H -0.3774 1.1945 3.6940
O 2.4627 2.7357 4.1697
H 2.4565 1.8087 4.3220
H 3.0336 3.1105 3.3807
O 4.2706 0.5961 1.4088
H 4.0064 0.5697 2.4490
H 3.8944 1.4518 1.2748
O -2.0175 0.4011 3.8589
H -1.9066 -0.5166 3.7289
H -3.0012 0.5565 3.4645
O 1.0407 -3.2209 -1.0923
H 1.3123 -2.6754 -1.7642
H 0.7968 -2.4975 -0.4272
O -0.7582 0.2914 -4.9504
H -0.7305 -0.4918 -5.6182
H -0.2622 1.0040 -4.8530
O 1.4548 2.7582 -2.2504
H 1.3967 3.6426 -2.8393
H 1.9712 2.2236 -2.8030
O 0.5168 -0.7085 1.3414
H 0.4482 -1.6468 1.8212
H 0.4079 0.4132 2.2067
O 3.8413 -1.0532 -3.6461
H 3.5188 -0.2535 -3.1522
H 4.4781 -1.4363 -3.0357
O -4.3275 -3.6923 0.9676
H -4.9035 -2.9847 0.7029
H -4.5561 -4.2559 1.7121
O 3.5565 3.4445 -0.7306
H 2.6834 3.2452 -1.2581
H 3.9951 2.7205 -0.9594
O -3.7170 -0.0822 1.0134
H -0.1897 -0.5041 0.7116
H -3.2435 0.0770 0.2277
O -1.5043 -3.5632 -0.3773
H -2.0541 -4.3712 -0.5930
H -1.3971 -3.0771 -1.2480
O -1.6521 2.2719 -1.2485
H -2.0729 1.8042 -1.8844
H -0.7708 2.0458 -0.9109
O -1.9857 -1.0997 -0.9412
H -1.1576 -1.2591 -0.8211
H -2.4076 -1.5038 -0.2074
O -1.9288 -1.9478 1.7013
H -2.1505 -2.6708 2.1950
H -1.6958 -2.5566 0.8409
O -0.0520 -1.3061 -3.0411
H -0.6375 -0.7665 -3.6348
H 0.2320 -1.9749 -3.6503
H 1.1889 3.5116 0.7822
H 0.7932 4.0304 2.1017
*
```

Mulliken population analysis, charges in e, atoms 1 to 8: number 1, O, carries -0.45; number 2, H, carries 0.38; number 3, H, carries 0.52; number 4, O, carries -0.58; number 5, H, carries 0.45; number 6, O, carries -0.62; number 7, H, carries 0.30; number 8, H, carries 0.33

DFT (ωB97M-V/def2-TZVPD) results for a 19-piece molecular cluster, H38O19 overall at a distorted geometry.

Values from the calculation:
DFT total energy, hartree: -1452.35410
Gap between HOMO and LUMO, eV: 9.7
Lowest unoccupied orbital energy, eV: -0.27
Relative energy (zero: lowest compared OMol25 entry of this formula, charge and spin), eV: 2.3311

```
! wB97M-V def2-TZVPD RIJCOSX def2/J DEFGRID3
* xyz 0 1
O 4.9275 0.1867 -0.8556
H 4.6490 0.2955 -1.7649
H 5.7823 0.6155 -0.8135
O 0.7510 -5.1008 0.8357
H 0.8700 -5.8211 1.4547
H 0.3675 -4.3963 1.3581
O 3.0803 2.0934 1.7245
H 2.3122 2.3336 1.2064
H 3.3264 1.2267 1.4013
O -3.2695 0.3068 0.1157
H -3.8740 -0.3860 -0.1504
H -3.6148 0.6184 0.9523
O -3.9468 -2.2903 -0.2474
H -4.6747 -1.9562 -0.7715
H -3.2273 -2.3887 -0.8711
O -2.6144 -2.3912 -3.0464
H -1.7354 -2.7637 -3.1151
H -2.4946 -1.4587 -3.2262
O 2.5017 -2.2571 -0.8120
H 3.1396 -2.1106 -0.1135
H 2.8253 -1.7349 -1.5460
O 1.9717 0.7992 -2.2521
H 1.7588 -0.1292 -2.3469
H 1.2389 1.1640 -1.7558
O 2.1228 0.7848 4.1796
H 2.4932 1.2297 3.4174
H 2.7407 0.0788 4.3692
O 1.2674 -4.7734 -1.7445
H 1.1602 -5.2792 -0.9390
H 1.6394 -3.9397 -1.4566
O -1.4038 0.9637 3.8546
H -1.3819 1.4905 3.0557
H -1.0156 0.1264 3.6008
O -3.3278 0.4950 -2.8447
H -2.7025 1.2100 -2.9628
H -3.4157 0.4074 -1.8955
O 1.1899 -0.4094 1.3614
H 1.9693 -0.9650 1.3558
H 0.8587 -0.4696 2.2575
O 1.3257 3.4958 -0.1368
H 1.9352 3.5724 -0.8709
H 1.1221 4.4003 0.1014
O -3.2402 3.2538 0.2622
H -4.0985 3.4332 0.6461
H -3.1221 3.9411 -0.3935
O 3.9248 -1.2785 1.3125
H 4.4096 -0.7226 0.7025
H 4.4280 -1.2382 2.1258
O -0.2342 -0.1272 -0.8722
H 0.2669 -0.3829 -0.0978
H -1.0814 0.1552 -0.5274
O -5.0992 2.6629 -2.7823
H -5.2142 3.0450 -1.9122
H -4.9107 1.7393 -2.6158
O -0.9297 2.6597 1.6813
H -1.6153 3.0309 1.1260
H -0.1114 2.9550 1.2819
*
```

Mulliken population analysis, charges in e, atoms 1 to 8: number 1, O, carries -0.58; number 2, H, carries 0.27; number 3, H, carries 0.25; number 4, O, carries -0.61; number 5, H, carries 0.29; number 6, H, carries 0.29; number 7, O, carries -0.77; number 8, H, carries 0.38

DFT (ωB97M-V/def2-TZVPD) results for a 19-piece molecular cluster, H38O19 overall at a distorted geometry.

Values from the calculation:
DFT total energy, hartree: -1452.00304
Gap between HOMO and LUMO, eV: 9.9
Lowest unoccupied orbital energy, eV: -0.65
Relative energy (zero: lowest compared OMol25 entry of this formula, charge and spin), eV: 11.8837

```
! wB97M-V def2-TZVPD RIJCOSX def2/J DEFGRID3
* xyz 0 1
O -0.9806 1.5401 4.7888
H -0.3045 2.0961 4.2565
H -0.5373 0.8104 4.4742
O -2.3478 -0.2213 0.2577
H -2.8951 -0.9007 -0.3704
H -2.9892 0.5315 0.5966
O 3.5382 -0.1377 -1.1891
H 2.7316 0.1886 -0.6990
H 3.4039 -0.6582 -2.0819
O -1.4039 -2.0839 -3.5039
H -0.7665 -2.3432 -4.1623
H -1.0752 -1.3569 -3.0684
O -0.3882 -0.8263 3.3480
H 0.0704 -1.2395 2.6104
H -1.4514 -0.8755 3.1811
O -3.6497 -1.2081 -2.1486
H -3.0439 -0.5240 -2.2345
H -3.3636 -1.8593 -2.7479
O 4.4599 -1.9398 0.7435
H 3.9552 -1.2439 0.3256
H 4.1464 -2.8578 0.6602
O -3.4300 1.7570 2.7265
H -2.6898 1.4615 3.5036
H -2.8219 2.6100 2.7119
O -0.5006 1.6282 0.6305
H -0.6968 0.8713 0.2085
H -0.5472 1.3906 1.6561
O 0.9211 -2.4509 -1.7026
H 1.7086 -2.3766 -1.4577
H 0.5230 -3.4085 -1.4818
O -2.1189 -3.3693 -1.7910
H -1.3417 -3.9903 -1.8079
H -2.0640 -2.6276 -1.1662
O -0.9847 -3.6898 1.6998
H -0.2590 -3.1327 1.8954
H -1.2886 -3.3053 0.7881
O 1.6753 1.4677 2.7026
H 1.5612 1.5206 3.7176
H 2.6013 1.6216 2.4880
O 1.1551 1.2246 -2.6125
H 0.6321 0.6526 -2.9356
H 1.0371 1.3795 -1.6119
O -2.0476 2.8095 -3.3158
H -1.4718 2.7520 -2.5568
H -2.7482 2.2034 -2.9734
O -0.1529 3.6641 -0.5064
H -0.7103 3.5073 -1.3052
H 0.7857 3.8046 -0.7367
O 1.0916 -0.0046 -0.0700
H 0.3767 -0.6378 -0.1441
H 1.0254 0.7740 0.3709
O 2.5593 3.7471 -1.8844
H 2.2175 3.4789 -2.5533
H 2.9856 2.8059 -1.7681
O 1.7341 -1.0983 1.9281
H 1.5979 -0.4883 2.5853
H 2.5765 -1.4424 1.7317
*
```

Mulliken population analysis, charges in e, atoms 1 to 8: number 1, O, carries -0.65; number 2, H, carries 0.34; number 3, H, carries 0.31; number 4, O, carries -0.67; number 5, H, carries 0.34; number 6, H, carries 0.32; number 7, O, carries -0.68; number 8, H, carries 0.32

DFT (ωB97M-V/def2-TZVPD) results for H39O20 as an isolated structure at a distorted geometry.

Values from the calculation:
DFT total energy, hartree: -1528.05980
Gap between HOMO and LUMO, eV: 9.7
Lowest unoccupied orbital energy, eV: 1.96
Relative energy (zero: lowest compared OMol25 entry of this formula, charge and spin), eV: 8.1775

```
! wB97M-V def2-TZVPD RIJCOSX def2/J DEFGRID3
* xyz -1 1
O 2.1985 3.0935 3.8465
H 1.7548 2.2099 3.8487
O 1.1397 2.7299 -2.5379
H 0.3303 3.1198 -2.1759
H 1.0267 1.7899 -2.7182
O -0.5614 5.3493 -2.6234
H -1.1897 5.0540 -3.1405
H 0.1712 4.9138 -2.9366
O -3.4320 -0.4737 -1.4220
H -3.6513 0.3161 -0.9633
H 3.0896 2.9226 4.2575
O 0.0282 -1.3064 4.8852
H 0.5258 -1.8261 4.2029
H 0.1194 -0.5570 4.2228
O -5.4422 -2.7614 -1.3085
H -5.4503 -2.3592 -0.5378
H -4.6667 -2.3117 -1.6882
O -0.9473 -2.8774 1.6722
H -0.4640 -3.6786 1.7392
H -0.4735 -2.3279 1.0358
O 0.9079 0.8473 0.2263
H -2.5396 -0.6563 -1.4492
H 0.6548 0.5750 2.3932
O 3.9984 -1.3407 -3.1626
H 4.1341 -2.4341 -3.2104
H 3.2091 -1.5331 -2.5933
O -2.0415 0.4895 -4.6753
H -1.4306 0.0472 -3.9422
H -2.1542 -0.4175 -5.1642
O -1.6476 -0.0463 0.5644
H -1.4690 -0.7866 -0.1512
H -1.3967 -0.6667 1.4089
O -3.0144 3.3671 -1.5621
H -2.5246 3.1817 -0.7628
H -3.2682 2.4488 -1.8522
O -0.3820 -1.8010 -0.7886
H -0.9351 -2.5297 -0.9600
H 0.0118 0.6677 -0.2292
O 1.5036 0.7377 2.8531
H 1.3674 1.0256 -0.6082
H 1.9696 1.3782 2.3051
O -2.3869 -3.1696 -3.6724
H -1.5943 -3.1450 -3.3521
H -2.9638 -3.2186 -2.9039
O 1.0808 -0.3427 -1.9883
H 0.3752 -1.1143 -1.5584
H 0.9002 -0.3560 -2.9820
O 2.7762 -0.3085 4.9749
H 3.3243 -0.9692 4.7376
H 1.9042 -0.4869 5.0772
O 4.0914 1.6467 0.9377
H 3.4893 1.9948 0.5114
H 4.7437 1.3909 0.2398
O -3.1533 -2.7467 3.6312
H -2.5935 -1.9743 3.7501
H -3.3622 -2.9233 2.6922
O 5.2239 -0.5051 0.4619
H 4.8804 -0.9299 1.1797
H 4.6255 -0.4861 -0.2216
*
```

Mulliken population analysis, charges in e, atoms 1 to 8: number 1, O, carries -0.68; number 2, H, carries 0.41; number 3, O, carries -0.63; number 4, H, carries 0.33; number 5, H, carries 0.28; number 6, O, carries -0.59; number 7, H, carries 0.28; number 8, H, carries 0.30

DFT (ωB97M-V/def2-TZVPD) results for a single H3IN2 molecule at a distorted geometry.

Values from the calculation:
SMILES: NNI
DFT total energy, hartree: -408.91320
Gap between HOMO and LUMO, eV: 8.2
Lowest unoccupied orbital energy, eV: -0.79
Relative energy (zero: lowest compared OMol25 entry of this formula, charge and spin), eV: 0.5964

```
! wB97M-V def2-TZVPD RIJCOSX def2/J DEFGRID3
* xyz 0 1
N -0.3356 -0.1931 -0.2718
N 0.6285 0.7643 -0.2389
I 2.7893 -0.0072 -0.0695
H -0.2630 -0.6399 -1.1725
H -0.1390 -0.8133 0.6342
H 0.4908 1.4570 0.6868
*
```

From a Mulliken analysis of the wavefunction, the atomic charges in e read: number 1, N, carries -0.33; number 2, N, carries -0.47; number 3, I, carries -0.05; number 4, H, carries 0.27; number 5, H, carries 0.28; number 6, H, carries 0.31

DFT (ωB97M-V/def2-TZVPD) results for a single H3INOP molecule at a distorted geometry.

Values from the calculation:
SMILES: NP(O)I
DFT total energy, hartree: -770.87970
Gap between HOMO and LUMO, eV: 9.6
Lowest unoccupied orbital energy, eV: 0.66
Relative energy (zero: lowest compared OMol25 entry of this formula, charge and spin), eV: 0.3674

```
! wB97M-V def2-TZVPD RIJCOSX def2/J DEFGRID3
* xyz 0 1
N 0.3075 -1.0803 0.0081
O 0.5861 1.1661 -0.5171
P 0.0905 0.3003 0.7781
I -2.3127 0.6228 0.4662
H 0.3039 -2.0085 0.4743
H 0.1910 -0.9551 -1.0588
H 0.8337 1.9548 -0.1509
*
```

From a Mulliken analysis of the wavefunction, the atomic charges in e read: number 1, N, carries -0.40; number 2, O, carries -0.43; number 3, P, carries 0.13; number 4, I, carries -0.15; number 5, H, carries 0.25; number 6, H, carries 0.30; number 7, H, carries 0.30

DFT (ωB97M-V/def2-TZVPD) results for a 2-piece molecular cluster, H3INOP overall at a distorted geometry.

Values from the calculation:
DFT total energy, hartree: -770.79786
Gap between HOMO and LUMO, eV: 8.7
Lowest unoccupied orbital energy, eV: -1.88
Relative energy (zero: lowest compared OMol25 entry of this formula, charge and spin), eV: 2.5944

```
! wB97M-V def2-TZVPD RIJCOSX def2/J DEFGRID3
* xyz 0 1
N -0.5298 0.0097 0.4431
O 0.5175 2.0155 -0.8967
P -0.5852 1.1854 -0.5181
I -2.3483 1.0719 -2.3386
H -1.4005 -0.4994 0.5117
H -2.5709 0.6635 1.0143
H -2.9855 0.0748 0.8463
*
```

From a Mulliken analysis of the wavefunction, the atomic charges in e read: number 1, N, carries -0.48; number 2, O, carries -0.47; number 3, P, carries 0.57; number 4, I, carries 0.07; number 5, H, carries 0.31; number 6, H, carries -0.07; number 7, H, carries 0.07

Q: What is the formula in the first record?
A: H36O18